C27H43Br2F5N2O12S4 | wB97M-V/def2-TZVPD

Geometry (Å):
C (3.0007, 0.3165, 0.1454)
C (2.6785, -1.0740, -0.3801)
Br (4.1515, -2.2444, 0.2270)
C (2.5767, -1.2672, -1.9117)
Br (3.3589, 0.2317, -2.8979)
C (1.1485, -1.5485, -2.5180)
C (0.4456, -0.3270, -2.9095)
N (-0.1468, 0.6280, -3.1295)
C (1.4517, -2.3711, -3.8345)
C (0.5053, -2.1580, -4.9184)
N (-0.3561, -2.0827, -5.6684)
C (0.2180, -2.4224, -1.6318)
F (-0.5376, -3.1663, -2.4880)
F (0.9884, -3.3231, -0.9502)
C (-0.7511, -1.7408, -0.6788)
C (-1.9333, -2.4186, -0.3879)
C (-2.8608, -1.8742, 0.4846)
C (-2.6395, -0.6382, 1.0755)
C (-1.4601, 0.0313, 0.7851)
C (-1.2081, 1.3876, 1.3810)
F (-1.9232, 1.5964, 2.4970)
F (0.0840, 1.5979, 1.6702)
F (-1.5715, 2.3571, 0.5080)
C (-0.5252, -0.5127, -0.0782)
H (4.0304, 0.5862, -0.0578)
H (2.8979, 0.2745, 1.2301)
H (2.3061, 1.0668, -0.2279)
H (1.8168, -1.4665, 0.1375)
H (3.2148, -2.0843, -2.2154)
H (1.5422, -3.4311, -3.6152)
H (2.4286, -2.0366, -4.1901)
H (-2.1536, -3.3821, -0.8245)
H (-3.7731, -2.4071, 0.7096)
H (-3.3652, -0.2122, 1.7507)
H (0.3613, 0.0611, -0.2988)
C (-4.4318, -8.3310, -4.0226)
C (-3.1825, -7.5344, -4.3379)
O (-3.4766, -6.2113, -4.8389)
S (-3.9467, -5.1120, -3.7932)
C (-3.7733, -3.7078, -4.8372)
O (-2.9798, -5.0466, -2.7366)
O (-5.3297, -5.3061, -3.4859)
H (-4.9777, -7.9017, -3.1841)
H (-4.1595, -9.3552, -3.7663)
H (-5.1022, -8.3476, -4.8817)
H (-2.5273, -7.4528, -3.4694)
H (-2.6166, -8.0118, -5.1352)
H (-2.7235, -3.5723, -5.0863)
H (-4.1434, -2.8515, -4.2775)
H (-4.3734, -3.8624, -5.7297)
C (-3.6893, 2.7917, 4.7161)
C (-2.7540, 2.4242, 5.8479)
O (-3.3093, 2.7217, 7.1528)
S (-4.4225, 1.7465, 7.7207)
C (-4.4200, 2.3452, 9.3754)
O (-3.9222, 0.4050, 7.6900)
O (-5.6833, 2.0500, 7.1185)
H (-4.5834, 2.1682, 4.7173)
H (-3.1835, 2.6623, 3.7652)
H (-4.0114, 3.8291, 4.8082)
H (-2.4716, 1.3706, 5.8093)
H (-1.8441, 3.0166, 5.7878)
H (-3.4550, 2.1320, 9.8262)
H (-5.2124, 1.8194, 9.9034)
H (-4.6218, 3.4128, 9.3593)
C (1.8243, 7.9640, 5.6886)
C (1.9730, 6.4608, 5.5787)
O (1.7848, 5.7878, 6.8451)
S (0.2992, 5.6311, 7.3836)
C (0.6391, 4.4606, 8.6513)
O (-0.4961, 5.0205, 6.3614)
O (-0.1265, 6.8586, 7.9786)
H (0.8012, 8.2471, 5.9306)
H (2.0934, 8.4295, 4.7402)
H (2.4720, 8.3569, 6.4720)
H (1.2858, 6.0408, 4.8429)
H (2.9840, 6.1979, 5.2747)
H (0.9833, 3.5363, 8.1960)
H (-0.2935, 4.2985, 9.1874)
H (1.3901, 4.8764, 9.3174)
C (7.7972, 0.3330, -7.0771)
C (6.5013, 0.9453, -6.5878)
O (5.3757, 0.6204, -7.4354)
S (4.7624, -0.8396, -7.3211)
C (3.2768, -0.5346, -8.2107)
O (4.4604, -1.0978, -5.9443)
O (5.5740, -1.7595, -8.0546)
H (7.7793, -0.7530, -7.0010)
H (8.6283, 0.7050, -6.4775)
H (7.9718, 0.5900, -8.1217)
H (6.2770, 0.6468, -5.5624)
H (6.5591, 2.0315, -6.6110)
H (2.6743, 0.1814, -7.6585)
H (2.7568, -1.4865, -8.2944)
H (3.5331, -0.1577, -9.1970)

Force components x, y, z for each atom (eV/Å):
-0.255 -0.319 0.501
0.817 0.105 -0.153
-0.172 -0.022 0.054
-0.481 0.445 0.219
0.127 -0.115 0.048
0.605 -0.421 -0.765
-0.106 0.090 0.558
-0.093 0.152 -0.211
0.765 0.624 -0.034
-0.409 -0.549 0.586
-0.070 0.177 -0.482
-0.563 0.196 0.185
-0.021 -0.097 -0.035
0.162 -0.039 -0.118
-0.148 -0.123 0.094
-0.145 -0.150 0.171
-0.045 0.205 0.090
0.238 -0.174 -0.190
-0.114 -0.033 0.346
-0.305 0.246 -0.608
0.254 -0.177 -0.023
0.095 -0.063 0.100
0.112 -0.065 0.161
0.183 0.066 -0.199
-0.016 0.178 -0.283
-0.048 0.088 0.028
0.067 0.092 -0.151
-0.088 -0.159 -0.097
-0.097 -0.245 0.120
-0.130 -0.068 0.078
0.001 0.014 -0.092
0.112 -0.027 -0.163
-0.011 -0.093 -0.053
-0.029 0.048 0.048
0.013 0.058 0.003
-0.117 0.137 0.040
0.073 -0.397 0.161
-0.042 0.080 -0.041
0.129 0.167 -0.419
0.069 -0.003 -0.047
-0.080 -0.061 0.245
0.001 -0.010 0.185
0.022 0.000 0.008
0.048 -0.001 -0.036
0.030 -0.040 -0.022
-0.033 0.113 0.006
-0.006 0.133 -0.081
0.003 0.000 0.003
-0.008 -0.024 0.040
-0.018 -0.010 0.011
-0.343 0.019 0.193
0.241 -0.078 -0.526
-0.035 0.030 0.123
0.192 0.232 0.068
0.021 0.030 0.056
-0.079 -0.094 -0.066
-0.072 -0.116 -0.020
0.016 -0.010 0.011
0.003 0.108 0.086
0.058 0.017 -0.001
-0.094 -0.021 0.118
-0.045 0.078 0.212
0.005 -0.005 -0.014
-0.008 -0.027 -0.036
-0.009 -0.001 -0.020
-0.116 0.009 0.153
0.047 0.224 -0.392
-0.003 -0.041 0.116
0.268 -0.102 0.103
0.034 -0.056 0.024
-0.130 0.056 -0.092
-0.121 0.020 -0.032
-0.004 -0.015 -0.020
0.039 -0.043 -0.015
0.043 -0.001 -0.036
-0.062 -0.045 0.094
0.012 -0.092 0.130
0.004 0.010 -0.014
-0.028 0.027 -0.034
-0.006 0.020 -0.004
-0.070 -0.152 -0.092
0.357 0.090 0.264
-0.076 -0.032 -0.079
-0.100 0.289 -0.230
-0.047 0.037 0.003
0.002 -0.196 0.147
0.007 -0.110 0.086
-0.007 0.006 0.023
-0.026 0.053 0.011
0.020 0.050 0.016
-0.087 -0.070 -0.046
-0.130 0.002 -0.091
0.011 0.001 0.010
0.022 -0.021 0.028
0.022 -0.010 0.000

Computed properties:
**LUMO level**: 0.0097 hartree
**SMILES string**: C[C@H](Br)[C@H](Br)[C@@](C#N)(CC#N)C(F)(F)c1cccc(C(F)(F)F)c1.CCOS(C)(=O)=O.CCOS(C)(=O)=O.CCOS(C)(=O)=O.CCOS(C)(=O)=O
**Calculated total energy**: -253258.588 eV
**Energy above the lowest of the compared OMol25 structures with the same formula, charge and spin**: 0.00 kJ/mol



C8H9NO3S | wB97M-V/def2-TZVPD

Geometry (Å):
C (-1.6370, 2.0461, 0.7025)
C (-0.7398, 1.3951, -0.0728)
N (-0.1407, 2.1010, -1.0950)
C (-0.5058, -0.0886, -0.1554)
C (-1.6416, -0.8386, 0.1171)
C (-1.6281, -2.2269, 0.1788)
C (-0.4872, -2.8799, -0.1548)
C (0.7069, -2.1428, -0.1824)
C (0.7108, -0.7976, -0.1406)
S (2.3236, 0.0759, 0.0208)
O (3.0688, -0.6064, 1.1008)
O (3.0129, 0.1965, -1.2364)
O (1.9169, 1.5053, 0.5879)
H (-2.1880, 1.5498, 1.4845)
H (-1.6076, 3.0834, 0.4721)
H (-0.3243, 3.1343, -0.8975)
H (0.8616, 1.9050, -1.5019)
H (-2.6825, -0.3550, 0.2538)
H (-2.5531, -2.6897, 0.2678)
H (-0.5146, -3.9704, -0.0833)
H (1.6133, -2.6379, -0.0334)
H (2.4354, 2.2414, 0.3673)

Force components x, y, z for each atom (eV/Å):
1.409 -1.645 -0.481
0.038 -0.618 -0.588
1.952 2.553 -1.416
-1.043 0.607 2.036
-2.127 0.478 -0.025
0.411 1.715 -1.383
0.832 -0.817 1.184
-0.575 -1.282 0.233
-0.040 3.051 -0.337
2.258 -2.249 2.171
-1.769 1.157 -2.048
-0.824 0.479 0.136
-1.751 -2.335 0.881
-0.123 0.350 -0.019
-0.775 0.873 0.612
0.895 -1.886 -0.991
-3.011 0.322 1.422
2.119 -0.492 -0.312
-1.368 -1.122 0.468
0.492 0.327 -0.390
1.411 -0.872 -0.256
1.590 1.407 -0.896

Computed properties:
**LUMO level**: 0.0091 hartree
**SMILES string**: C=C(N)c1ccccc1S(=O)(=O)O
**Calculated total energy**: -26907.298 eV
**Energy above the lowest of the compared OMol25 structures with the same formula, charge and spin**: 193.08 kJ/mol



CH4ClN2O | wB97M-V/def2-TZVPD

Geometry (Å):
C (-0.1147, -0.5522, 0.0196)
N (0.6117, 0.6621, 0.0526)
O (-0.0060, 1.8158, 0.2029)
N (1.8298, 0.8320, -0.0520)
Cl (2.8778, -0.4405, -0.2738)
H (-1.1492, -0.3922, 0.3193)
H (0.3731, -1.2792, 0.6775)
H (-0.0871, -0.9712, -0.9929)
H (0.7614, 2.4519, 0.1619)

Force components x, y, z for each atom (eV/Å):
-1.131 -1.624 -0.029
2.330 0.493 -0.198
-0.667 0.677 0.097
0.740 -0.144 -0.091
-0.608 -0.150 0.051
0.174 0.200 0.011
-0.034 0.254 0.014
0.052 0.250 0.035
-0.855 0.043 0.109

Computed properties:
**LUMO level**: -0.2339 hartree
**SMILES string**: C/[N+](O)=N\Cl
**Calculated total energy**: -18640.537 eV
**Charge**: +1
**Energy above the lowest of the compared OMol25 structures with the same formula, charge and spin**: 308.16 kJ/mol



| no. | molar mass (g mol⁻¹) |
| --- | --- |
| 1 | 970.709 |
| 2 | 199.231 |
| 3 | 95.509 |